{"formula": "C37H48Br2F3KLiNO9", "method": "ωB97M-V/def2-TZVPD", "orbital_gap_ha": 0.1163, "energy_ev": -223811.2515, "fmax_ev_per_a": 9.23, "species": ["C", "C", "C", "C", "C", "C", "C", "C", "C", "C", "C", "C", "C", "C", "O", "C", "C", "C", "C", "C", "N", "C", "C", "C", "C", "C", "O", "C", "C", "C", "C", "C", "O", "H", "H", "H", "H", "H", "H", "H", "H", "H", "H", "H", "H", "H", "H", "H", "H", "H", "H", "H", "H", "H", "H", "H", "H", "H", "H", "H", "H", "H", "H", "H", "H", "H", "H", "H", "H", "H", "C", "C", "O", "C", "O", "O", "F", "H", "H", "H", "F", "K", "Li", "C", "C", "O", "C", "O", "O", "H", "H", "H", "H", "Br", "C", "C", "Br", "H", "H", "H", "H", "F"], "xyz": [[3.66319, 0.45512, 3.32773], [4.45023, 0.95109, 2.23303], [3.77546, 0.73911, 0.75007], [2.95527, 1.98105, 0.21029], [2.22137, 1.85578, -1.19277], [2.35682, 0.47272, -1.99147], [3.15874, -0.76599, -1.50131], [3.89454, -0.66081, -0.09711], [4.71610, -1.94888, 0.50035], [4.95060, -3.16744, -0.54786], [3.92891, -4.40357, -0.39953], [3.73136, -4.94659, 1.11870], [2.49276, -4.15646, -1.10895], [1.54131, 0.40519, -3.38524], [1.93838, -0.23191, -4.39898], [0.13484, 1.20521, -3.36972], [-1.06291, 0.47146, -4.16073], [-1.14164, -1.03542, -3.53464], [-1.26089, -1.05324, -1.93308], [-1.32690, -2.60171, -1.41157], [-1.47594, -2.66512, 0.07693], [-2.71334, -2.58695, 0.88062], [-2.43845, -2.74143, 2.42099], [-0.88159, -2.89976, 2.56813], [-0.43300, -2.81940, 1.08945], [-0.00371, 2.45481, -2.65862], [-1.23369, 3.16684, -2.59189], [-1.46476, 3.51173, -1.16607], [-1.45451, 2.24560, -0.18594], [-1.85945, 2.81165, 1.29568], [-3.11341, 1.96248, 1.85805], [1.29565, 3.02284, -1.87334], [1.53103, 4.25004, -1.77731], [3.74806, 0.90545, 4.38579], [2.86875, -0.37247, 3.19142], [5.44591, 1.48581, 2.42117], [2.84541, 2.95484, 0.83019], [3.16421, -1.68938, -2.18726], [4.19175, -2.25305, 1.47874], [5.78070, -1.56323, 0.81307], [5.00663, -2.83190, -1.65791], [6.00754, -3.59193, -0.31978], [4.40727, -5.28704, -0.98286], [4.33871, -4.38038, 1.91951], [2.59716, -4.87917, 1.36177], [4.04597, -6.05563, 1.17534], [2.54175, -4.17920, -2.26105], [1.99265, -3.17177, -0.81070], [1.78953, -5.02578, -0.81026], [-0.91038, 0.43398, -5.29730], [-2.06910, 1.00984, -3.97212], [-0.22785, -1.63660, -3.86454], [-2.08239, -1.59004, -3.94851], [-0.35414, -0.59832, -1.38470], [-2.20871, -0.49159, -1.62315], [-2.24406, -3.05720, -1.92058], [-0.33964, -3.14477, -1.66338], [-3.77156, -2.43665, 0.49116], [-3.18744, -2.73475, 3.28441], [-0.28209, -3.02295, 3.53310], [0.69413, -2.89116, 0.94437], [-2.54804, 3.93218, -1.14136], [-0.79105, 4.37945, -0.83510], [-0.41203, 1.76996, -0.04032], [-2.18351, 1.43016, -0.53419], [-0.97631, 2.58999, 2.01323], [-1.99925, 3.94543, 1.31562], [-4.06566, 2.45006, 1.45320], [-3.00461, 0.89500, 1.45932], [-3.05631, 1.95190, 3.01152], [-8.02731, -1.76313, 0.54368], [-7.44941, -0.80421, 1.53396], [-6.10331, -0.68429, 1.11916], [-6.11777, -0.89873, -0.22322], [-5.21327, -0.61565, -0.95976], [-7.28643, -1.46736, -0.63231], [-7.47072, -1.32378, 2.78216], [-7.86373, -2.80782, 0.82285], [-9.09525, -1.60567, 0.38540], [-7.92290, 0.18199, 1.53495], [1.14833, 3.84686, 0.64703], [6.11678, -0.31618, -0.19555], [-3.69430, 0.03519, -4.70514], [-3.85092, 5.06339, -3.41692], [-4.99337, 4.23453, -2.93047], [-6.10965, 5.09688, -3.08116], [-5.77873, 6.01272, -4.03828], [-6.55037, 6.78587, -4.52906], [-4.45796, 5.92913, -4.36506], [-3.07040, 4.46035, -3.88358], [-3.40579, 5.66887, -2.62235], [-5.14855, 3.34207, -3.54652], [-4.87642, 3.93165, -1.88852], [4.91509, 0.70071, 6.89694], [6.86188, 0.61944, 6.92936], [7.45025, 0.86492, 5.56039], [7.27783, -0.70805, 4.41895], [7.13110, -0.35154, 7.34606], [7.16516, 1.40466, 7.62415], [8.52429, 1.04551, 5.63285], [6.98162, 1.69486, 5.03053], [5.28991, -4.10032, 3.33773]], "forces_ev_per_a": [[1.41, 1.15, -1.93], [-2.91, -2.01, 1.28], [-1.19, 0.00, -2.14], [0.51, -3.24, -2.14], [1.60, -3.11, 0.78], [0.46, 1.08, 1.79], [-0.10, 3.52, 2.30], [-4.29, 1.67, -1.29], [-1.17, -0.64, 1.07], [0.48, -0.49, 0.39], [-0.30, -0.85, -0.39], [-0.62, 0.05, -0.66], [-0.05, -0.49, -0.11], [0.68, -0.26, -0.69], [-1.63, 1.92, 3.56], [-0.32, 2.12, 0.64], [0.68, -0.72, 0.84], [-0.26, 0.25, 0.21], [0.33, -0.83, 0.20], [0.06, 1.12, 0.01], [-0.74, -0.22, 4.94], [1.06, -0.50, 3.60], [2.86, 0.13, -4.07], [-3.46, 0.85, -5.36], [-0.03, -0.33, 3.29], [0.33, -2.54, -1.02], [2.64, -1.49, 0.62], [-1.33, 0.43, 1.17], [0.54, 1.08, 0.84], [0.56, -1.45, 0.42], [0.83, 0.72, -0.23], [0.80, 2.42, 1.21], [-0.85, -5.12, -1.21], [0.42, -1.20, -1.86], [1.13, 1.87, -0.06], [-1.89, -0.32, -0.51], [-0.33, -1.55, -1.24], [0.12, 1.61, 1.44], [0.87, -0.04, -1.58], [-3.95, -4.18, 2.07], [-0.25, -0.26, 1.76], [-1.76, 0.66, -0.19], [-0.68, 1.61, 0.75], [-0.44, -0.77, -0.52], [1.84, -0.17, -0.25], [-0.56, 1.77, -0.10], [0.14, 0.15, 1.60], [0.77, -1.33, -0.21], [1.12, 1.44, -0.40], [0.08, 0.05, 1.59], [1.39, -0.18, 0.14], [-1.32, 0.87, 0.28], [1.29, 0.61, 0.45], [-1.42, -0.38, -1.13], [1.30, -0.83, -0.22], [1.39, 0.14, 0.92], [-1.74, 0.79, 0.22], [1.98, -0.26, 0.07], [1.05, 0.05, -1.77], [-0.81, 0.20, -1.97], [-1.91, 0.13, -0.74], [1.68, -0.75, -0.23], [-0.53, -1.70, -0.35], [-1.53, 0.93, -0.59], [0.86, 1.33, 0.41], [-1.31, 0.60, -1.47], [0.02, -1.61, -0.15], [1.01, -0.93, 0.81], [-0.36, 1.42, 0.74], [-0.50, 0.03, -1.90], [-0.95, -0.53, -0.19], [0.06, -0.16, 0.91], [-0.29, 0.11, -0.93], [0.88, 0.17, -0.64], [-0.66, -0.27, 0.32], [0.72, 0.44, 0.12], [-0.02, 0.16, 0.05], [0.10, 0.16, 0.18], [0.17, 0.04, -0.19], [0.07, -0.05, 0.17], [-0.25, -0.29, 0.35], [5.88, 5.89, -3.98], [0.50, -0.08, 0.35], [1.09, -0.02, 0.07], [-0.11, -0.61, 0.59], [0.17, 0.31, -0.38], [-0.73, 0.97, -0.64], [0.70, -0.79, 0.48], [-0.78, -0.08, 0.10], [-0.01, 0.24, -0.02], [-0.02, -0.07, -0.05], [-0.05, 0.00, -0.02], [-0.17, 0.06, -0.09], [0.12, -0.07, 0.13], [-0.11, 0.21, 0.10], [0.27, -0.22, -0.21], [-0.15, 0.04, 0.03], [-0.02, 0.12, -0.18], [0.01, -0.06, -0.12], [-0.13, 0.03, 0.09], [0.00, -0.09, 0.22], [0.02, 0.45, -0.34]]}